Computed, not measured: a cluster of 2 separate species, C2H5N3 in total in a non-equilibrium geometry, with ωB97M-V/def2-TZVPD.

Calculated values
* total energy: -6621.4631 eV
* HOMO level: -8.8 eV
* relative energy (zero: lowest compared OMol25 entry of this formula, charge and spin): 3.4741 eV
* net charge: 0
* gap between HOMO and LUMO: 9.384 eV

CARTESIAN COORDINATES (ANGSTROEM)
C 2.617 -0.356 -0.122
C -1.866 0.050 -0.166
N 1.380 0.018 -0.183
N -2.453 0.036 0.959
N 0.372 0.541 -0.020
H 3.307 -0.391 -0.868
H 2.960 -0.842 0.690
H -1.617 -0.928 -0.562
H -1.811 0.886 -0.835
H -2.889 0.985 1.108


Computed, not measured: a structure of composition C25H19AsO10PS3Zr in a non-equilibrium geometry, with ωB97M-V/def2-TZVPD.

Calculated values
* total energy: -150626.9421 eV
* HOMO level: -5.6 eV
* relative energy (zero: lowest compared OMol25 entry of this formula, charge and spin): 3.6130 eV
* net charge: -1
* gap between HOMO and LUMO: 7.611 eV

CARTESIAN COORDINATES (ANGSTROEM)
Zr 0.005 -0.847 -1.053
O -1.585 -2.047 -0.324
C -2.110 -0.928 -0.350
C -3.527 -0.633 -0.170
C -4.562 -1.549 -0.279
C -5.864 -1.121 -0.053
C -6.105 0.201 0.294
C -5.064 1.121 0.407
C -3.765 0.716 0.149
P -2.198 1.653 0.417
C -1.561 1.787 -1.324
C -0.181 1.957 -1.550
C 0.312 2.036 -2.856
C -0.554 2.003 -3.930
C -1.922 1.884 -3.708
C -2.419 1.763 -2.425
C -2.901 3.357 0.636
C -2.942 4.360 -0.330
C -3.447 5.621 -0.028
C -3.922 5.901 1.245
C -3.879 4.915 2.223
C -3.364 3.663 1.920
H -4.341 -2.576 -0.541
H -6.689 -1.816 -0.140
H -7.121 0.523 0.489
H -5.276 2.146 0.688
H 0.490 2.102 -0.714
H 1.378 2.126 -3.018
H -0.168 2.060 -4.939
H -2.603 1.850 -4.550
H -3.484 1.638 -2.270
H -2.578 4.161 -1.331
H -3.463 6.388 -0.792
H -4.315 6.883 1.477
H -4.232 5.127 3.225
H -3.311 2.902 2.692
O -0.893 -1.388 2.274
As 0.779 -1.010 1.762
O 1.440 -0.661 3.204
O 0.426 0.195 0.603
C 1.073 -2.711 0.803
C 0.281 -3.821 1.090
C 0.501 -4.994 0.394
C 1.511 -5.083 -0.565
C 2.295 -3.991 -0.869
C 2.056 -2.804 -0.198
S 2.922 -1.291 -0.618
O 3.024 -0.645 0.676
O 4.145 -1.598 -1.288
O 1.957 -0.526 -1.503
H -0.968 -0.920 3.119
H -0.490 -3.744 1.841
H -0.126 -5.853 0.594
H 1.662 -6.014 -1.097
H 3.070 -4.028 -1.622
O -1.069 -0.791 -2.799
S -0.206 -1.904 -3.459
O 0.918 -1.280 -4.113
O 0.242 -2.615 -2.171
S -1.266 -3.063 -4.572